No. 1
127
Properties=species:S:1:pos:R:3:lowdin_charge:R:1 method="wB97M-V/def2-TZVPD" total_energy_ev=-245889.529 homo_lumo_gap_ev=8.16
Br 0.647 -2.245 0.452 0.682
Br 0.574 -5.393 -0.186 0.628
Cl -0.017 0.395 -4.926 0.744
S -4.864 -1.416 1.952 0.729
P 0.316 0.585 -1.371 0.782
O -6.152 -1.356 2.729 -0.339
O -3.923 -2.346 2.689 -0.354
O 7.249 -3.069 0.226 0.082
O 0.731 1.842 -2.189 -0.473
O -1.060 3.957 3.679 0.085
O -4.193 0.106 2.037 -0.209
O -0.259 -5.496 -6.035 -0.009
O 6.864 -2.480 2.322 0.000
O -3.753 7.180 5.937 0.078
O -2.480 2.655 4.768 -0.009
O 6.961 -1.046 -2.744 0.036
O 1.813 -4.779 -6.328 0.094
O -3.589 9.380 6.070 0.007
O -1.750 -1.444 -4.229 -0.041
O -3.335 -2.745 -3.395 0.088
N 4.715 -1.775 -2.293 -0.145
N 0.189 4.109 -0.024 -0.023
C 0.693 -4.885 -6.765 -0.527
C 4.525 -2.885 -1.307 -0.061
C -3.613 2.451 5.624 -0.227
C 0.531 -1.972 -3.841 -0.164
C -1.663 -1.746 -1.663 -0.216
C 5.922 -0.088 -0.732 -0.004
C 6.757 -2.772 3.722 -0.229
C -2.536 7.982 7.795 0.015
C -2.679 -1.498 -0.411 -0.129
C -2.104 3.853 4.278 -0.520
C 2.035 -1.562 -3.413 -0.207
C -0.687 -2.768 -0.952 -0.544
C -1.221 3.656 0.157 -0.293
C -3.359 8.145 6.547 -0.505
C -2.342 -2.085 -3.086 -0.333
C -4.154 -1.086 -0.761 -0.193
C 0.362 -4.417 -8.156 0.013
C -2.133 0.846 -2.463 -0.145
C -1.054 -0.349 -2.234 -0.372
C -1.931 -6.650 -7.374 -0.064
C -0.543 -0.808 -3.662 -0.691
C 7.996 -4.611 1.852 0.015
C -3.305 10.590 6.788 -0.230
C 7.322 -3.345 1.399 -0.507
C -1.923 3.233 -1.217 -0.177
C -2.459 1.703 -1.146 -0.217
C -1.648 -5.535 -6.388 -0.234
C -1.670 -4.913 -2.117 -0.120
C 3.113 -2.375 -4.244 -0.167
C -1.851 10.988 6.635 -0.066
C -0.678 -4.172 -1.153 -0.652
C -5.137 -1.974 0.182 -0.172
C 8.080 -2.557 4.428 -0.066
C 4.613 -2.246 -3.698 -0.187
C -3.036 5.025 4.413 -0.004
C -4.888 2.331 4.815 -0.056
C 5.933 -1.013 -2.046 -0.418
H 3.661 -2.577 -0.626 0.064
H -4.800 1.523 4.086 0.060
H 0.899 -3.486 -8.342 0.094
H -4.427 -0.008 -0.482 0.098
H -2.128 -0.819 0.329 0.111
H -0.023 1.090 -0.056 0.038
H -1.987 -4.559 -6.746 0.119
H 6.020 -2.073 4.122 0.124
H 1.538 -0.150 -1.173 -0.013
H 5.787 -0.796 0.149 0.064
H 9.077 -4.460 1.844 0.101
H 6.351 -3.773 3.882 0.115
H 2.233 -0.449 -3.507 0.102
H -1.656 11.934 7.143 0.083
H -0.692 -4.201 -8.312 0.069
H -3.272 0.079 2.377 0.101
H -1.596 11.095 5.579 0.086
H -3.601 1.818 -1.110 0.107
H 2.850 -3.485 -4.281 0.103
H -1.616 -6.036 -2.017 0.074
H 0.261 4.978 0.529 0.065
H 4.975 0.543 -0.796 0.082
H -2.441 5.920 4.579 0.080
H -4.844 -3.070 0.180 0.120
H -1.295 2.817 0.935 0.091
H -3.120 0.478 -2.877 0.125
H -1.503 7.766 7.515 0.101
H -1.747 1.613 -3.220 0.103
H 7.685 -4.952 2.836 0.069
H -2.193 -5.729 -5.462 0.114
H -1.180 10.232 7.046 0.067
H 0.610 -2.137 -4.974 0.111
H 7.737 -5.407 1.153 0.095
H -3.612 10.504 7.833 0.115
H -3.605 5.135 3.488 0.104
H 3.127 -2.011 -5.329 0.120
H 7.978 -2.734 5.500 0.083
H -5.096 3.242 4.251 0.073
H -1.519 -4.683 -3.229 0.082
H -2.738 -4.598 -1.841 0.093
H -5.741 2.126 5.465 0.086
H -3.432 1.512 6.151 0.123
H 5.085 -3.291 -3.749 0.125
H 8.433 -1.535 4.270 0.086
H -3.671 3.228 6.390 0.116
H 4.195 -3.851 -1.817 0.103
H -2.938 7.145 8.366 0.094
H -1.806 4.532 0.601 0.105
H 6.848 0.552 -0.666 0.086
H -3.720 4.952 5.252 0.056
H 5.478 -3.076 -0.707 0.071
H -2.732 -2.506 0.134 0.118
H -2.826 3.929 -1.349 0.108
H 5.200 -1.603 -4.438 0.127
H -2.998 -6.703 -7.600 0.083
H 2.153 -1.821 -2.310 0.062
H 0.343 4.412 -0.993 0.056
H -1.280 3.414 -2.143 0.101
H -2.170 1.224 -0.166 0.063
H -1.387 -6.509 -8.311 0.068
H 0.689 -5.173 -8.872 0.099
H 8.856 -3.221 4.042 0.067
H -4.528 -1.243 -1.811 0.116
H -1.609 -7.610 -6.965 0.086
H -6.222 -1.785 -0.072 0.117
H -3.937 11.361 6.344 0.124
H -2.558 8.845 8.457 0.068
H 0.221 -2.982 -3.424 0.115

No. 2
120
Properties=species:S:1:pos:R:3:lowdin_charge:R:1 method="wB97M-V/def2-TZVPD" total_energy_ev=-215960.191 homo_lumo_gap_ev=8.95 total_charge=+1
Br -3.610 -1.400 0.011 0.801
Br -2.011 -2.821 -2.652 0.962
S 4.021 -3.464 1.461 0.690
F -2.031 -2.979 1.447 0.074
F -2.851 -4.181 -0.618 -0.093
F -0.936 -1.419 0.359 0.047
F 1.427 -3.033 2.799 -0.028
O 5.059 -4.427 1.572 -0.231
O 4.395 -2.425 0.323 -0.165
O 3.876 -2.718 2.674 -0.240
O 2.351 2.098 0.226 0.054
O -2.229 1.304 -3.409 -0.156
N 5.123 -6.683 -0.928 0.138
N 2.028 1.675 2.465 0.135
N -2.585 6.370 1.948 -0.192
C 1.354 -0.717 -2.293 -0.153
C -3.599 1.637 -3.545 -0.263
C -3.066 7.397 2.977 -0.094
C -1.552 3.161 1.243 -0.230
C 2.524 -2.846 -1.308 -0.266
C 1.194 -2.106 -1.682 -0.158
C -1.684 -3.456 -0.832 -0.727
C -4.810 4.966 2.201 -0.185
C 3.440 0.148 1.086 -0.081
C -4.459 0.744 -2.662 -0.096
C 1.172 -3.827 1.679 -0.303
C 3.159 -5.339 -1.326 -0.087
C 2.499 -3.366 -3.913 -0.063
C 3.266 -1.863 -0.384 -0.257
C -0.460 -0.234 -3.948 -0.207
C -1.566 5.453 2.582 -0.105
C -2.123 2.319 2.389 -0.082
C 2.468 -4.286 0.915 -0.287
C 2.748 -5.729 1.383 -0.058
C 0.296 -4.905 2.280 -0.024
C -1.862 0.258 -4.283 -0.247
C 4.673 -5.509 -1.160 -0.368
C -4.606 4.704 3.695 -0.093
C 5.818 -4.525 -1.339 -0.050
C -3.759 5.682 1.319 -0.108
C 2.244 -4.252 -0.654 -0.232
C 3.278 -2.902 -2.657 -0.168
C -2.341 8.685 2.644 -0.141
C -0.662 -4.588 -0.739 -0.143
C 2.505 -1.018 0.637 -0.107
C -0.862 4.468 1.657 -0.160
C 0.828 -4.825 -1.061 -0.088
C 2.600 1.384 1.198 -0.488
C -1.860 -2.359 0.293 -0.856
C -2.295 8.642 1.125 -0.141
C -0.025 -0.049 -2.495 -0.199
C -1.888 7.205 0.862 -0.089
H 0.617 -2.682 -2.397 0.053
H -4.138 -0.290 -2.738 0.026
H 3.733 -1.145 -1.041 0.142
H -3.732 4.097 3.919 0.047
H -0.622 -4.467 2.651 0.086
H 2.801 -5.781 2.460 0.108
H -0.931 -5.049 0.205 0.094
H -4.374 1.059 -1.630 0.039
H 0.248 0.315 -4.562 0.117
H 6.367 -4.857 -2.215 0.089
H -4.277 6.460 0.756 0.134
H -2.024 4.961 3.435 0.111
H -1.333 8.682 3.064 0.126
H 0.058 -5.743 1.638 0.080
H -2.123 1.263 2.116 0.066
H -3.357 5.008 0.568 0.110
H 0.790 -5.306 3.154 0.096
H -3.922 1.608 -4.585 0.118
H 4.164 -3.516 -2.683 0.074
H -0.511 4.975 0.755 0.116
H -0.343 -1.281 -4.220 0.072
H 2.953 -5.321 -2.393 0.118
H 2.221 -2.522 -4.536 0.071
H -0.800 2.565 0.724 0.102
H 0.091 1.016 -2.328 0.112
H -2.185 6.834 -0.115 0.138
H -2.848 7.028 3.974 0.130
H 0.629 -3.155 1.017 0.110
H 4.287 0.287 0.426 0.130
H -1.587 9.352 0.703 0.130
H -5.462 4.142 4.065 0.090
H -5.022 4.011 1.718 0.112
H -4.139 7.515 2.850 0.138
H 3.663 -1.927 -2.924 0.117
H 0.919 -4.935 -2.135 0.105
H -0.811 6.127 2.991 0.140
H 6.505 -4.608 -0.514 0.079
H 0.612 -2.090 -0.762 0.081
H 4.377 -7.376 -0.849 0.058
H -1.551 2.427 3.313 0.083
H 1.582 -3.916 -3.721 0.063
H -1.840 0.643 -5.306 0.124
H -3.277 8.853 0.698 0.125
H 3.113 -3.991 -4.552 0.082
H 3.819 -0.071 2.080 0.112
H -0.816 7.088 0.986 0.132
H 1.808 -0.738 -3.275 0.103
H -2.859 9.560 3.029 0.130
H 3.703 -6.103 1.046 0.065
H 1.055 1.407 2.498 0.083
H -2.326 3.336 0.496 0.091
H -0.756 -0.395 -1.769 0.071
H -3.161 2.583 2.584 0.050
H 0.049 4.184 2.186 0.121
H -4.558 5.621 4.279 0.067
H -1.150 -5.296 -1.400 0.125
H -2.594 -0.552 -4.276 0.079
H 2.244 -1.519 1.562 0.092
H 5.573 -3.486 -1.498 0.051
H -5.740 5.530 2.108 0.112
H -5.499 0.802 -2.973 0.080
H 2.532 1.219 3.217 0.089
H 2.759 -6.313 -1.075 0.099
H 0.919 -5.859 -0.748 0.112
H 2.016 -6.413 0.982 0.092
H 1.606 -0.533 0.279 0.104
H 1.932 -0.026 -1.691 0.102
H -3.685 2.657 -3.182 0.111